The following is a DFT calculation (ωB97M-V with the def2-TZVPD basis set) of the ion C3H6NOS with charge -1 at a distorted geometry.

XYZ file:
```
12
Properties=species:S:1:pos:R:3:forces:R:3
C 0.72787 0.71552 0.94444 0.545 1.835 -0.232
C -0.28512 0.88705 0.10008 2.630 -2.139 -1.646
C -0.32278 0.28772 -1.31006 0.003 1.557 -0.333
O 0.81201 -0.36518 -1.79554 0.272 0.034 0.553
N 1.67187 -1.20546 -0.70879 -0.594 0.394 -0.835
S 1.17835 -2.73063 -0.72278 -0.653 -1.078 0.217
H 0.66481 1.33069 1.86744 0.267 -0.863 -0.211
H 1.65966 0.27429 0.50689 -0.970 0.254 1.098
H -1.16966 1.32581 0.34892 -2.425 1.434 0.935
H -1.21357 -0.36868 -1.26974 -0.031 0.019 -0.483
H -0.54456 1.21681 -2.06794 0.270 -2.117 1.500
H 0.12920 -3.03949 0.26321 0.687 0.670 -0.562
```
Positions in Å, forces in eV/Å.

Charge: -1
Kohn-Sham gap: 6.807 eV
Total energy: -645.9549 Eh
Spin multiplicity: 1
SMILES string: C=CCO[N-]S
HOMO: -2.8529 eV
Energy relative to the best compared isomer or geometry (same formula, charge and spin): 132.33 kcal/mol

***

The following is a DFT calculation (ωB97M-V with the def2-TZVPD basis set) of an isolated molecule of C2H9N2P3 at a distorted geometry.

XYZ file:
```
16
Properties=species:S:1:pos:R:3:forces:R:3
H 4.06590 -1.47106 1.49525 -1.014 0.344 -0.613
P 3.32540 -1.24880 0.19072 1.956 -0.851 -0.406
N 1.97189 -0.61120 0.51815 -1.407 0.523 -0.645
P 0.75365 -0.00719 -0.79563 1.318 -0.502 2.182
C -0.53326 -1.09412 -0.07112 0.659 -1.166 1.177
C -1.94002 -0.54535 -0.33473 0.463 -2.157 3.331
N 0.49911 1.33903 0.23986 -0.515 -0.120 -2.573
P 0.84273 2.94632 -0.11289 -2.573 0.799 -0.894
H -0.28209 -2.13456 -0.35579 -0.455 0.404 -0.335
H -0.26094 -1.09167 1.02688 -0.593 0.037 -0.999
H -1.92654 -0.11246 -1.23302 -0.351 2.021 -3.591
H -2.80540 -1.23139 -0.29907 0.701 0.041 0.225
H -1.99533 0.18003 0.45668 -0.837 0.658 -0.023
H 0.68440 0.97745 1.11712 0.374 -0.157 2.493
H 0.24323 2.86185 -1.47043 -0.362 0.518 1.248
H 1.91304 2.97181 -0.90940 2.636 -0.394 -0.579
```
Positions in Å, forces in eV/Å.

Charge: 0
Kohn-Sham gap: 8.525 eV
Total energy: -1215.0862 Eh
Spin multiplicity: 1
SMILES string: [H]/P=N/P(CC)NP
HOMO: -8.8221 eV
Energy relative to the best compared isomer or geometry (same formula, charge and spin): 7.84 kcal/mol